1.
The molecule C12H17IO. Source: OMol25; level of theory: ωB97M-V/def2-TZVPD.

Computed properties:
SMILES string: CC(C)(C)[C@](C)(I)c1ccc(O)cc1

Each line ends with the natural charge from an NBO analysis.
Atoms and positions in Å:
C 1.1051 0.8769 1.1869  -0.18
C 0.1137 1.8402 -0.7007  -0.15
C 2.3045 1.5790 1.0274  -0.27
C 1.3594 2.5560 -0.9309  -0.29
C 0.0178 1.0097 0.4187  -0.16
C 2.4622 2.3886 -0.1058  0.31
C -1.3507 -0.3471 2.0383  -0.66
C 0.3086 -1.9661 0.0924  -0.60
C -2.0417 -2.1262 -0.2832  -0.60
C -0.7098 -0.9362 -1.9076  -0.60
C -1.1241 -0.0027 0.5709  0.08
C -0.9513 -1.1518 -0.3945  -0.13
O 3.6541 2.9070 -0.3700  -0.66
I -2.9659 1.1537 0.0643  0.02
H 1.0664 0.1435 1.9896  0.20
H -0.6726 1.9248 -1.4396  0.23
H 3.0903 1.2095 1.7046  0.23
H 1.6065 3.1068 -1.8175  0.20
H -2.2264 -0.8223 2.1945  0.22
H -1.1870 0.5129 2.5388  0.22
H -0.4788 -0.9332 2.3664  0.21
H 1.1204 -1.4834 0.4820  0.21
H 0.8117 -2.4192 -0.7949  0.22
H -0.0049 -2.7725 0.8829  0.20
H -2.8626 -1.7892 -0.8709  0.22
H -1.8614 -3.1341 -0.6420  0.22
H -2.2525 -2.2247 0.7105  0.20
H -1.4663 -0.3130 -2.2383  0.21
H 0.2153 -0.4757 -2.1022  0.21
H -0.7596 -1.7913 -2.5257  0.22
H 3.6794 3.4802 -1.1444  0.48



2.
A cluster of 2 separate species, C3H9N3O2 in total. Source: OMol25; level of theory: ωB97M-V/def2-TZVPD.

Computed properties:
SMILES string: C/N=N/N.CC(=O)O

Each line ends with the natural charge from an NBO analysis.
Atoms and positions in Å:
C 2.2555 -0.8283 0.4067  -0.46
N -0.3504 -1.1409 -1.8366  -0.64
N 0.7368 -0.6094 -1.2471  -0.01
N 0.9732 -1.2154 -0.1790  -0.24
H -0.7845 -1.8846 -1.3004  0.36
H -0.2557 -1.2622 -2.8384  0.38
H 3.0797 -1.1423 -0.2429  0.20
H 2.3627 -1.3120 1.3811  0.21
H 2.3220 0.2526 0.5649  0.20
C -0.9929 1.9999 0.3338  -0.73
C -1.1766 0.6283 0.9021  0.79
O -2.3435 0.0615 0.5138  -0.68
O -0.6060 0.2029 1.9128  -0.61
H -2.3827 -0.7590 1.0445  0.49
H 0.0753 2.2112 0.2434  0.24
H -1.4567 2.7343 0.9958  0.25
H -1.4563 2.0636 -0.6543  0.24



3.
The molecule C4H4N2O. Source: OMol25; level of theory: ωB97M-V/def2-TZVPD.

Computed properties:
SMILES string: N=C=C/C=C\N=O

Each line ends with the natural charge from an NBO analysis.
Atoms and positions in Å:
N 2.8135 -0.8284 0.4757  -0.61
C 1.6970 -0.6144 0.0416  0.50
C 0.5330 -0.1557 -0.3901  -0.49
C -0.6784 -0.2957 0.3827  -0.10
C -1.7894 0.4667 0.2799  -0.18
N -1.9695 1.6384 -0.5041  0.10
O -1.1138 1.8776 -1.3425  -0.33
H 3.3045 -1.6976 0.2935  0.40
H 0.5353 0.4204 -1.3089  0.29
H -0.6899 -1.0732 1.1500  0.22
H -2.6424 0.2617 0.9222  0.21



4.
The molecule C15H16N2O2S. Source: OMol25; level of theory: ωB97M-V/def2-TZVPD.

Computed properties:
SMILES string: CCOC(=O)CSc1nc(C2CC2)nc2ccccc12

Each line ends with the natural charge from an NBO analysis.
Atoms and positions in Å:
C 3.6655 4.2365 -1.7248  -0.62
C 2.1762 4.3120 -2.0012  -0.07
H 1.6879 5.0694 -1.3787  0.20
H 1.9773 4.5522 -3.0516  0.19
O 1.5972 3.0362 -1.7103  -0.51
C 0.2736 2.9889 -1.5987  0.78
O -0.4594 3.9277 -1.7560  -0.58
C -0.1879 1.5950 -1.2427  -0.61
H 0.3143 0.8433 -1.8493  0.26
H -1.2690 1.5150 -1.3388  0.25
S 0.2581 1.2639 0.4950  0.28
C -0.2340 -0.4196 0.5866  0.14
N -0.7053 -0.9700 -0.4984  -0.53
C -1.0958 -2.2621 -0.4359  0.44
N -1.0452 -3.0169 0.6291  -0.46
C -0.5587 -2.4745 1.7651  0.18
C -0.4849 -3.2521 2.9365  -0.20
C 0.0082 -2.7059 4.0905  -0.18
C 0.4459 -1.3735 4.1301  -0.22
C 0.3867 -0.5908 3.0081  -0.19
C -0.1145 -1.1252 1.8126  -0.11
H 0.7179 0.4377 3.0173  0.22
H 0.8301 -0.9686 5.0543  0.22
H 0.0636 -3.3037 4.9886  0.22
H -0.8256 -4.2741 2.8886  0.23
C -1.6203 -2.8544 -1.6726  -0.28
C -2.3802 -1.9842 -2.6418  -0.40
C -1.0143 -2.4533 -2.9948  -0.40
H -0.2092 -1.7361 -2.9646  0.22
H -0.9006 -3.2204 -3.7452  0.22
H -2.5034 -0.9474 -2.3709  0.22
H -3.2297 -2.4199 -3.1445  0.22
H -1.9359 -3.8803 -1.5430  0.24
H 4.1256 5.1951 -1.9454  0.22
H 3.8401 3.9889 -0.6813  0.21
H 4.1231 3.4705 -2.3449  0.21



5.
A structure of composition C24H42F4N3PSeTi. Source: OMol25; level of theory: ωB97M-V/def2-TZVPD.

Computed properties:
Total charge: -1
2S+1: 2
Expectation value of S²: 0.755

Each line ends with the Mulliken spin population.
Atoms and positions in Å:
Ti 1.9785 0.2021 0.3612  -0.18
C 3.1565 4.5200 -1.5051  0.00
C 3.0239 3.1054 -0.9412  0.00
N 1.6979 2.4779 -1.1041  0.01
C 1.2562 2.4305 -2.5050  -0.01
C 2.2445 1.8152 -3.4752  0.00
C 0.6632 3.1718 -0.3264  0.00
C 0.8900 3.0748 1.1663  0.00
N 1.2082 1.7063 1.4033  0.01
C 1.4024 1.0921 2.6173  0.00
C 1.8792 -0.2352 2.4320  -0.01
F 3.7096 0.7449 0.5548  0.02
C 2.1271 -0.9692 3.5445  0.01
F 2.6028 -2.2447 3.4331  0.00
C 1.9149 -0.5292 4.8513  0.00
C 1.4432 0.7568 4.9889  0.00
F 1.2127 1.2644 6.2205  0.00
C 1.1874 1.5746 3.9025  0.00
F 0.7295 2.8361 4.1245  0.00
H 4.1661 4.8869 -1.2999  0.00
H 2.4562 5.2202 -1.0451  0.00
H 3.0058 4.5580 -2.5875  0.00
H 3.2581 3.0984 0.1187  0.00
H 3.7592 2.4468 -1.3950  0.00
H 0.9983 3.4438 -2.8447  0.00
H 0.3283 1.8563 -2.5103  0.00
H 3.1273 2.4445 -3.6166  0.00
H 1.7616 1.7012 -4.4505  0.00
H 2.5692 0.8333 -3.1317  0.00
H -0.2798 2.6842 -0.5658  0.00
H 0.5741 4.2217 -0.6299  0.00
H -0.0290 3.3872 1.6700  0.00
H 1.6719 3.7686 1.5015  0.00
H 2.1025 -1.1529 5.7150  0.00
Se 2.7779 -1.3440 -1.4679  0.98
C -3.8329 -0.7989 0.3754  0.00
C -2.4607 -0.1783 0.0838  0.02
C -2.0498 0.7211 1.2687  0.00
C -2.6023 0.7672 -1.1234  0.00
P -1.0137 -1.3414 -0.2709  -0.10
N 0.2803 -0.4741 -0.1764  0.17
C -1.0280 -2.7259 0.9827  -0.01
C -2.0952 -3.8039 0.7511  0.00
C -1.2277 -2.1217 2.3879  0.00
C 0.3645 -3.3804 1.0219  0.00
C -1.2188 -2.0567 -2.0148  0.03
C -0.6863 -1.0242 -3.0297  0.03
C -2.6431 -2.4631 -2.4145  0.01
C -0.3108 -3.2906 -2.1766  0.00
H -4.5654 0.0141 0.4655  0.00
H -3.8489 -1.3451 1.3179  0.00
H -4.1857 -1.4654 -0.4109  0.00
H -2.6990 1.6068 1.2647  0.00
H -1.0108 1.0489 1.1769  0.00
H -2.1699 0.2328 2.2343  0.00
H -3.2607 1.5932 -0.8321  0.00
H -3.0454 0.2880 -1.9950  0.00
H -1.6368 1.1871 -1.4102  0.00
H -3.1081 -3.4055 0.7135  0.00
H -2.0504 -4.4988 1.5987  0.00
H -1.9246 -4.3892 -0.1509  0.00
H -2.2628 -1.8428 2.5816  0.00
H -0.5825 -1.2589 2.5646  0.00
H -0.9487 -2.8858 3.1231  0.00
H 0.6014 -3.9506 0.1288  0.00
H 0.3876 -4.0650 1.8784  0.00
H 1.1515 -2.6466 1.1676  0.00
H -1.3713 -0.1950 -3.1919  0.00
H -0.5468 -1.5346 -3.9901  0.00
H 0.2775 -0.6240 -2.7175  0.00
H -3.3166 -1.6128 -2.5080  0.00
H -3.0927 -3.1794 -1.7281  0.00
H -2.5942 -2.9447 -3.3986  0.00
H 0.7170 -3.0949 -1.8659  0.02
H -0.2848 -3.5451 -3.2422  0.00
H -0.6797 -4.1646 -1.6430  0.00



6.
A structure of composition C9H4ClNO4Pt. Source: OMol25; level of theory: ωB97M-V/def2-TZVPD.

Computed properties:
Total charge: +2
2S+1: 3
Expectation value of S²: 2.010

Each line ends with the natural charge from an NBO analysis.
Atoms and positions in Å:
Pt -0.0153 -1.7932 -1.1663  0.89
O 0.9481 -3.3057 1.3735  -0.27
C 0.5875 -2.6573 0.4926  0.52
C -1.9614 -1.3456 -1.1487  0.46
O -2.9970 -0.8439 -1.2743  -0.26
C 1.4414 -0.7763 -2.0838  0.46
O 2.0589 0.0197 -2.6518  -0.26
C -0.0124 -3.3849 -2.1399  0.44
O -0.0535 -4.2919 -2.8494  -0.25
Cl 0.8203 1.3472 3.8469  0.13
C 0.3451 1.4886 2.1919  -0.04
C -0.0183 2.7056 1.6144  -0.13
C -0.3829 2.6876 0.2661  -0.19
C -0.3690 1.4676 -0.4398  0.00
N -0.0167 0.3041 0.1295  -0.49
C 0.3346 0.3085 1.4217  0.00
H 0.0085 3.6073 2.2715  0.29
H -0.6790 3.6007 -0.2530  0.28
H -0.6599 1.4972 -1.4876  0.22
H 0.6209 -0.6354 1.8865  0.22



Sequential total energy output: -840.324668, -434.400445, -339.423870, -1239.381172, -5095.817935, -1279.818970 hartree
Sequential strongest force on any atom output: 4.7, 3.8, 0.9, 0.8, 1.2, 8.9 eV/Å
Sequential energy above the lowest of the compared OMol25 structures with the same formula, charge and spin output: 3.0, 78.9, 99.0, 36.9, 0.0, 7.4 kcal per mole